No. 1
Molecular formula: C15H20N2OPt
Method: DFT, wB97M-V/def2-TZVPD

The total charge is 0. For the energy above the lowest of the compared OMol25 structures with the same formula, charge and spin, the calculation gives 140.3 kJ/mol. For the orbital gap (spin up / spin down), the calculation gives 0.2006 / 0.2605 Ha. Its LUMO energy (spin up / spin down) is 0.48 / -1.49 eV. The spin multiplicity is 3. Its expectation value of S² is 2.0349.

Last column: Mulliken charge in e.
Element x y z (Å)
C: 1.273 0.004 -1.405  0.89
H: -0.323 2.843 -0.697  0.29
C: 0.491 2.224 -1.078  -0.33
C: 2.509 0.481 -1.844  -0.86
C: -0.348 -0.012 1.390  0.54
H: 1.801 3.830 -1.547  0.40
H: -3.266 1.628 0.965  0.39
H: -2.764 1.035 -2.463  0.47
H: -2.869 -1.865 0.934  0.38
N: -0.354 -1.617 -0.815  -0.30
H: -2.859 2.359 -0.630  0.42
C: -0.447 -1.146 2.372  -1.33
H: -0.964 -0.836 3.309  0.34
C: 1.687 2.745 -1.550  -0.83
H: -1.068 1.265 -2.849  0.32
C: -2.453 1.858 0.260  -1.59
H: 2.759 -2.285 -1.908  0.31
H: 3.647 2.259 -2.272  0.40
H: -1.854 -2.985 -0.333  0.45
H: 2.010 -4.629 -1.369  0.41
C: 2.696 1.855 -1.941  -0.53
H: 0.569 -1.451 2.688  0.35
H: -1.739 -0.395 -2.955  0.36
C: 0.045 -3.964 -0.755  -0.88
C: -0.807 -2.872 -0.623  -0.24
H: -0.981 -2.015 1.960  0.32
H: -3.780 -0.417 0.455  0.46
N: 0.322 0.895 -1.025  0.10
H: -1.749 2.522 0.784  0.35
H: -0.345 -4.948 -0.500  0.39
C: 1.780 -2.482 -1.479  -1.03
H: 3.260 -0.259 -2.115  0.36
C: 0.915 -1.400 -1.270  0.32
O: 0.457 0.878 1.571  -0.48
H: -2.856 -0.390 1.978  0.45
Pt: -1.568 0.095 -0.385  2.45
C: -1.775 0.558 -2.403  -1.39
C: 1.352 -3.775 -1.212  -0.48
C: -2.856 -0.761 0.938  -1.64

***

No. 2
Molecular formula: C4H11NO
Method: DFT, wB97M-V/def2-TZVPD

As for the SMILES: CC=O.CCN. The total charge is 0. For the energy above the lowest of the compared OMol25 structures with the same formula, charge and spin, the calculation gives 297.3 kJ/mol. For the orbital gap, the calculation gives 0.3566 Ha. Its LUMO energy is 0.32 eV. The spin multiplicity is 1.

Last column: Mulliken charge in e.
Element x y z (Å)
H: -2.823 -0.124 -3.920  0.26
C: -2.638 0.709 -3.156  -0.84
O: 1.781 -0.880 5.645  -0.48
H: 3.320 -2.823 3.600  0.25
C: 2.524 -1.169 4.616  0.21
N: -0.940 2.039 -1.949  -0.63
H: 2.851 -0.258 4.010  0.22
C: 2.276 -2.296 3.655  -0.73
H: -0.432 0.580 -3.509  0.25
C: -1.186 1.314 -3.211  -0.25
H: -0.979 2.086 -4.086  0.23
H: -3.020 0.584 -2.132  0.31
H: 1.600 -3.030 4.033  0.26
H: -3.251 1.512 -3.569  0.23
H: 2.025 -1.830 2.731  0.27
H: 0.064 2.184 -1.638  0.22
H: -1.170 1.403 -1.120  0.23

***

No. 3
Molecular formula: C10H9BiCl3I2O6SSc
Method: DFT, wB97M-V/def2-TZVPD

The total charge is +4. For the energy above the lowest of the compared OMol25 structures with the same formula, charge and spin, the calculation gives 317.2 kJ/mol. For the orbital gap (spin up / spin down), the calculation gives 0.1243 / 0.1085 Ha. Its LUMO energy (spin up / spin down) is -18.78 / -19.02 eV. The spin multiplicity is 1.

Last column: Mulliken charge in e.
Element x y z (Å)
H: -1.810 -1.658 -0.697  0.10
H: -3.053 -1.751 0.590  0.45
H: -2.534 0.857 -2.189  0.33
Bi: 0.679 -0.417 1.600  1.36
C: 4.794 0.862 0.839  0.48
Cl: 5.020 -0.805 0.279  -0.02
O: 2.316 1.072 0.428  -0.29
C: -2.728 0.287 -0.095  1.18
H: -3.011 0.201 2.069  0.39
C: 2.675 -0.485 -2.117  0.41
H: -4.210 0.799 -1.541  0.48
C: -0.434 -2.579 1.283  0.19
Cl: 4.472 0.863 2.622  0.00
I: 0.594 2.556 -3.156  0.30
C: -3.486 0.671 1.196  -1.45
C: -0.251 -1.073 -2.437  0.24
O: 3.655 2.170 -0.923  -0.41
O: 3.594 -0.818 -2.740  -0.02
H: -3.503 -1.425 -1.097  0.38
I: 0.084 0.327 4.261  0.31
C: 2.808 -1.583 1.872  0.12
C: -3.179 1.079 -1.332  -1.53
H: -4.518 0.329 1.092  0.46
H: -3.101 2.151 -1.111  0.61
H: -3.441 1.761 1.322  0.50
Cl: 6.215 1.867 0.455  0.07
S: -1.177 1.283 0.225  0.14
O: 3.532 -2.308 2.338  0.02
O: -0.928 -3.551 1.639  0.01
C: 3.545 1.446 0.058  0.14
Sc: 0.966 0.834 -1.233  0.37
O: -0.838 -1.742 -3.179  -0.02
C: -2.745 -1.224 -0.322  -1.27